Record 1
Molecular formula: C14H32FeN6O6S
Method: DFT, ωB97M-V with the def2-TZVPD basis set

Structure (ORCA input):
```
! wB97M-V def2-TZVPD RIJCOSX def2/J DEFGRID3
* xyz 0 5
O -0.39453 -1.23335 -4.58621
H -0.09866 -1.29434 -5.52706
Fe 0.57689 0.17194 -1.19620
N 1.83105 -1.08357 -1.87156
N -0.36382 -1.59052 -1.00083
N 1.22686 2.00048 -0.93940
N -1.00464 1.15095 -0.48060
O 2.97874 -0.58584 -2.14547
O 2.45229 2.29895 -1.53492
O -2.02495 0.53408 0.08335
O -1.31019 -1.84697 -0.10569
C 0.19173 -2.68685 -1.57638
C 1.42744 -2.37006 -2.18683
C 0.41621 3.00117 -0.57787
C -0.88365 2.46173 -0.17725
C 2.05369 -3.20457 -3.25103
H 1.56972 -2.99392 -4.22766
H 1.92074 -4.28457 -3.02850
H 3.12580 -2.97931 -3.33299
C -0.52734 -3.97683 -1.48947
H -1.41738 -3.95230 -2.12675
H -0.86449 -4.19355 -0.47184
H 0.10071 -4.80079 -1.83593
C 0.71216 4.45651 -0.80370
C -1.96793 3.17052 0.58499
H 1.14163 4.57622 -1.81650
H 1.45820 4.80502 -0.06743
H -0.21047 5.04434 -0.74020
H -2.72509 2.46713 0.95435
H -2.48295 3.91226 -0.04905
H -1.55726 3.73132 1.44107
H 2.81297 1.37712 -1.68889
H -1.74793 -0.59509 0.03940
C -2.56164 -0.66822 -3.96364
H -2.22895 -1.63485 -4.16439
H -2.10313 0.23349 -4.38530
H -2.92493 -0.43548 -2.91823
O 0.25031 0.65442 -2.94238
H -0.08197 -0.39695 -4.16190
H 0.61293 1.53700 -3.02287
C -1.31197 -2.20081 4.21509
C 0.01779 -1.68078 3.69048
N -0.15129 -0.97452 2.40692
C 0.85057 -0.15105 2.00187
S 1.85172 -0.46086 0.65499
N 1.10329 0.93919 2.74905
C 0.08264 1.55608 3.63527
C 0.79502 2.29460 4.75774
H -2.05250 -1.39706 4.29862
H -1.15016 -2.62198 5.21946
H -1.71317 -2.99638 3.57467
H 0.46551 -0.97975 4.40657
H 0.72105 -2.51585 3.54600
H -0.47783 -1.60135 1.64643
H 1.77741 1.57832 2.33400
H -0.55139 2.23903 3.04180
H -0.56341 0.75542 4.01240
H 1.27394 3.20446 4.36378
H 0.08372 2.58034 5.53001
H 1.57090 1.65623 5.20660
*
```

Results
orbital gap (spin up / spin down): 6.46 / 6.20 eV
LUMO (spin up / spin down): -0.56 / -0.89 eV



Record 2
Molecular formula: C11H13N2
Method: DFT, ωB97M-V with the def2-TZVPD basis set

Structure (ORCA input):
```
! wB97M-V def2-TZVPD RIJCOSX def2/J DEFGRID3
* xyz 1 1
C 2.99803 -1.24565 0.26136
C 1.96008 -1.67319 -0.57587
C 3.07166 0.09334 0.54110
C -1.94396 1.01228 -0.11608
C -1.38308 -1.68326 -0.06403
C -0.73750 0.57048 -0.45588
C -0.38485 -0.81146 -0.41684
C -3.07363 0.16150 0.29038
C -2.53490 -1.27004 0.66204
C 0.39433 1.61253 -0.90862
C 1.30406 1.88547 0.21943
N 0.83830 -0.99572 -0.69707
N 1.94220 0.74304 0.61388
H 3.92144 -1.93210 0.30192
H 2.05357 -2.56805 -1.27117
H 3.96664 0.57590 0.92088
H -2.14045 2.04081 -0.24352
H -1.00855 -2.70080 -0.11585
H -3.41917 0.61004 1.17691
H -3.79033 0.17262 -0.49359
H -3.24820 -2.05405 0.64584
H -2.24419 -1.12408 1.65774
H 0.82320 1.11058 -1.77998
H -0.04967 2.60043 -1.12754
H 1.97905 2.63275 -0.14732
H 0.70592 2.23663 1.12188
*
```

Results
orbital gap (spin up / spin down): 7.34 / 6.77 eV
LUMO (spin up / spin down): -5.34 / -5.51 eV



Record 3
Molecular formula: C3H9NO
Method: DFT, ωB97M-V with the def2-TZVPD basis set

Structure (ORCA input):
```
! wB97M-V def2-TZVPD RIJCOSX def2/J DEFGRID3
* xyz 0 1
C -1.26821 -2.31435 -0.23078
O -0.91775 -1.41866 0.74201
H -0.47930 -3.05355 -0.45873
H -2.16445 -2.91773 0.01443
H -1.51080 -1.84164 -1.21871
C 0.73588 0.89288 0.14920
C -0.49366 0.85552 -0.29792
N 1.68716 2.03379 -0.23078
H 1.20335 0.14308 0.77706
H -1.01488 -0.14311 0.11483
H -0.89280 1.61837 -0.96486
H 1.58377 2.22848 -1.22312
H 1.46541 2.87888 0.28913
H 2.65753 1.79120 -0.06000
*
```

Results
orbital gap: 5.67 eV
LUMO: -0.65 eV



Record 4
Molecular formula: C42H49CoN8SSb
Method: DFT, ωB97M-V with the def2-TZVPD basis set

Structure (ORCA input):
```
! wB97M-V def2-TZVPD RIJCOSX def2/J DEFGRID3
* xyz 2 4
Co 0.41544 -0.22082 -0.53847
C 0.94697 4.24097 -1.18983
C 0.82282 3.00220 -0.53799
N 0.86809 1.85020 -1.16617
C 1.09081 1.85147 -2.51626
C 1.10701 3.04079 -3.26852
C 1.05318 4.25762 -2.55156
C 1.19328 2.96916 -4.68220
C 1.28372 1.74430 -5.27424
C 1.37187 0.54988 -4.52020
C 1.34430 0.57260 -3.13626
N 1.48850 -0.44290 -2.23739
C 2.11759 -1.64419 -2.42814
C 2.79585 -2.11181 -3.53807
C 3.37499 -3.40018 -3.55690
C 3.30148 -4.24449 -2.48957
C 2.68176 -3.78654 -1.30255
C 2.63892 -4.55004 -0.11494
C 2.09978 -4.02151 1.02354
C 1.58121 -2.71925 0.97852
N 1.57182 -1.99007 -0.11471
C 2.11281 -2.49749 -1.26452
H 0.93707 5.15426 -0.61062
H 0.65085 2.96908 0.53209
H 1.12255 5.19484 -3.09166
H 1.20027 3.87972 -5.26667
H 1.32563 1.67836 -6.35404
H 1.48489 -0.38545 -5.04467
H 2.91917 -1.48196 -4.40305
H 3.89509 -3.71850 -4.45144
H 3.73452 -5.23530 -2.52216
H 3.05534 -5.55041 -0.11692
H 2.08179 -4.57487 1.95238
H 1.16416 -2.26062 1.86901
N -2.32286 -2.71369 1.57397
C -2.11317 -2.61158 2.97841
C -2.24770 -3.71493 3.80266
C -2.01099 -3.57885 5.16405
C -1.60623 -2.35945 5.68958
C -1.43775 -1.26461 4.85231
C -1.71928 -1.39122 3.50058
S -1.61347 -0.02618 2.38966
N -1.09295 -0.81829 0.96643
C -1.59449 -1.97577 0.69946
C -1.38839 -2.53003 -0.68135
C -1.46582 -3.87765 -0.97512
C -1.28172 -4.27671 -2.29423
C -1.05064 -3.31252 -3.25745
C -0.95405 -1.98634 -2.85960
N -1.10015 -1.59755 -1.59466
H -2.69304 -3.58973 1.24281
H -2.54211 -4.67291 3.38950
H -2.13248 -4.43535 5.81290
H -1.41888 -2.25901 6.74969
H -1.11109 -0.31144 5.25017
H -1.62049 -4.61403 -0.19789
H -1.30778 -5.32568 -2.55760
H -0.91166 -3.57767 -4.29604
H -0.71431 -1.20867 -3.57565
C -3.67547 2.33428 -3.08592
C -2.45124 1.50257 -2.63497
N -2.40233 1.40716 -1.17551
C -2.45920 2.74534 -0.58776
C -3.82165 3.41796 -0.88114
N -4.53924 2.54148 -1.86990
C -4.86890 1.21396 -1.24408
C -3.54420 0.62737 -0.69824
H -4.28008 1.82979 -3.83685
H -3.40518 3.32104 -3.45737
H -1.53295 1.96024 -3.00125
H -2.50784 0.49280 -3.03959
H -1.65020 3.34330 -0.99630
H -2.31134 2.66385 0.48941
H -3.71933 4.40122 -1.33585
H -4.45796 3.50093 -0.00212
H -5.40394 3.00099 -2.14938
H -5.31627 0.60178 -2.02503
H -5.61015 1.38887 -0.46702
H -3.43262 -0.40312 -1.03148
H -3.54036 0.63284 0.39139
C 1.64393 3.43980 4.04336
C 0.74917 2.43597 3.32158
Sb 1.76032 0.89607 2.17959
C 3.73870 1.71996 2.19740
C 3.95746 2.79494 1.13265
C 2.05578 -0.52325 3.77305
C 2.28832 0.07701 5.15740
H 1.04332 4.14295 4.62375
H 2.24789 4.02489 3.34917
H 2.32475 2.94863 4.73771
H 0.06807 2.94761 2.63602
H 0.11637 1.89814 4.02990
H 4.41478 0.87804 2.03599
H 3.92796 2.10393 3.19940
H 3.77454 2.40668 0.12824
H 4.98236 3.16712 1.15797
H 3.30005 3.65515 1.28053
H 2.91506 -1.12378 3.46501
H 1.18689 -1.18591 3.78432
H 3.21414 0.65192 5.19554
H 2.36346 -0.70858 5.91174
H 1.47517 0.73885 5.46024
*
```

Results
orbital gap (spin up / spin down): 6.00 / 5.89 eV
LUMO (spin up / spin down): -5.10 / -5.16 eV



Record 5
Molecular formula: C6H12O
Method: DFT, ωB97M-V with the def2-TZVPD basis set

Structure (ORCA input):
```
! wB97M-V def2-TZVPD RIJCOSX def2/J DEFGRID3
* xyz 1 2
C -1.75879 0.57125 -0.91658
C -1.62699 -0.60857 -1.59667
C -1.69511 0.51545 0.56599
C -0.25141 0.32277 1.04745
C 0.87551 0.62753 0.41853
C 2.25480 0.61056 0.99281
H -1.62122 1.57203 -1.31013
H -1.23858 -0.58791 -2.61729
H -2.17291 -1.49869 -1.29387
H -2.04945 1.46050 1.00160
H -2.31623 -0.18317 1.14492
H -0.25066 0.01434 2.08942
H 0.85250 0.93061 -0.63169
H 2.73029 -0.33251 1.26993
H 2.86774 1.09353 0.22865
H 2.43975 1.20529 1.89621
H 1.01065 -1.16642 -0.98219
H 0.66637 -2.47104 -0.34138
O 1.28373 -2.07556 -0.96570
*
```

Results
orbital gap (spin up / spin down): 10.86 / 5.21 eV
LUMO (spin up / spin down): -4.24 / -8.93 eV



Record 6
Molecular formula: C18H22N3O9P2S3Tc
Method: DFT, ωB97M-V with the def2-TZVPD basis set

Structure (ORCA input):
```
! wB97M-V def2-TZVPD RIJCOSX def2/J DEFGRID3
* xyz 1 4
Tc -0.39820 -0.44868 0.05395
O 1.70201 2.19143 2.45476
C 0.86865 1.58090 1.85851
N 1.08732 0.47443 1.01128
C 2.40798 0.10080 0.72540
O 3.40393 0.70292 1.00194
C 2.44787 -1.16427 -0.06592
C 3.63765 -1.82437 -0.28528
C 3.62906 -2.99321 -1.03183
C 2.41467 -3.44992 -1.52140
C 1.26199 -2.73567 -1.25794
N 1.27138 -1.60068 -0.54488
C -0.58298 1.89630 1.91271
C -1.05222 2.95217 2.66334
C -2.41774 3.19206 2.68679
C -3.24977 2.35145 1.96760
C -2.69997 1.30889 1.24009
N -1.38207 1.09611 1.19421
H 4.54196 -1.41199 0.14059
H 4.54556 -3.53434 -1.22236
H 2.35188 -4.35618 -2.10604
H 0.30491 -3.04890 -1.64108
H -0.34284 3.55644 3.21070
H -2.82446 4.01307 3.26092
H -4.32155 2.48337 1.96509
H -3.34233 0.65350 0.68197
C 3.05733 -0.18264 -4.35481
C 1.61957 -0.11201 -4.87548
S 0.33765 -0.05859 -3.56751
C -0.23752 1.66618 -3.71740
C 0.77891 2.71666 -3.32149
S 1.27877 2.51277 -1.58407
C 3.08345 2.76891 -1.67388
C 3.89140 1.59900 -2.23028
S 3.85099 1.43113 -4.05028
H 3.68517 -0.65389 -5.11145
H 3.10876 -0.77146 -3.43912
H 1.40422 -1.02022 -5.43942
H 1.47813 0.74491 -5.53212
H -1.10914 1.70783 -3.07318
H -0.55647 1.81608 -4.74900
H 0.33800 3.70947 -3.42341
H 1.67041 2.66222 -3.93592
H 3.37574 2.93115 -0.63604
H 3.26721 3.68207 -2.23886
H 3.56521 0.65737 -1.79517
H 4.94054 1.76206 -1.98058
O -3.48176 -1.10723 -2.76799
P -2.56816 -0.91818 -1.51114
O -2.07630 0.49484 -1.42725
O -1.38294 -1.86739 -1.43384
O -3.48599 -1.30581 -0.25715
P -2.87482 -2.20579 1.00238
O -2.65173 -3.62420 0.34894
O -3.79343 -2.16582 2.11847
O -1.44914 -1.59859 1.27315
H -4.15137 -1.80519 -2.71722
H -2.04012 -3.57280 -0.40374
*
```

Results
orbital gap (spin up / spin down): 5.57 / 5.51 eV
LUMO (spin up / spin down): -5.48 / -5.53 eV